132
Properties=species:S:1:pos:R:3:forces:R:3 method="wB97M-V/def2-TZVPD" total_charge=0 spin_multiplicity=1 largest_force_ha_per_bohr=0.0321 e_above_lowest_kcal_mol=12.4 mol_weight_da=691.05 smiles=COC[C@H](C)N.COC[C@H](C)N.COC[C@H](C)N.COC[C@H](C)N.COC[C@H](C)N.COC[C@H](C)N.CCO.CCO.CCO.O lumo_ev=0.111 energy_ha=-2275.3789 e_homo_ha=-0.336
C 1.89635 -4.31371 4.52686 0.15 0.21 0.37
O 0.52642 -4.21910 4.23019 0.22 0.12 -0.43
C 0.22012 -3.12922 3.38131 -0.14 -0.62 0.05
C -1.29122 -3.05207 3.19690 -0.24 0.95 -0.97
C -2.06919 -2.96934 4.50187 -0.14 -1.08 -0.12
N -1.88918 -4.07191 2.29701 0.82 0.12 0.96
H 2.01569 -5.21251 5.12715 0.14 0.10 0.13
H 2.21050 -3.41801 5.07637 0.05 -0.16 0.26
H 2.58915 -4.37427 3.67732 -0.45 -0.15 -0.39
H 0.61059 -2.17960 3.77437 -0.06 -0.02 0.28
H 0.70586 -3.27648 2.40527 -0.03 -0.02 -0.06
H -1.39986 -2.12713 2.61030 -0.23 0.17 0.33
H -1.81732 -3.84209 5.11274 0.26 0.19 0.13
H -3.12806 -3.12907 4.29386 -0.05 0.52 -0.09
H -1.89959 -2.06831 5.08381 0.06 0.08 -0.06
H -1.28251 -4.08736 1.48025 -0.20 -0.35 -0.09
H -1.76509 -4.96216 2.77974 -0.07 -0.10 -0.37
C -1.29356 0.45414 0.69079 -0.04 -1.12 -0.16
O 0.05569 0.83618 0.57382 0.16 0.84 -0.12
C 0.91704 -0.16845 1.06175 -0.43 -0.55 -0.42
C 2.37375 0.16241 0.81605 0.08 0.70 0.75
C 3.25662 -0.73555 1.66320 0.19 -0.54 0.08
N 2.64735 1.58325 1.20202 -0.88 -0.79 -0.11
H -2.00762 1.23656 0.44759 0.44 0.42 0.06
H -1.49814 0.07352 1.69711 -0.10 0.18 0.04
H -1.46893 -0.36753 -0.01905 -0.19 -0.06 0.09
H 0.72229 -0.30360 2.13283 0.06 -0.11 0.06
H 0.68400 -1.10043 0.52488 -0.02 -0.17 0.26
H 2.60913 0.04962 -0.24572 -0.01 -0.01 0.00
H 3.05072 -1.80490 1.54839 -0.08 0.06 -0.35
H 3.10760 -0.56258 2.73381 -0.06 0.32 -0.06
H 4.31132 -0.58560 1.43732 0.00 0.06 -0.03
H 2.66224 1.59693 2.22065 0.31 0.10 -0.05
H 1.75845 2.04253 0.99336 0.35 0.39 -0.17
C -5.06491 1.97865 -0.64628 -0.27 1.34 -0.93
O -5.39799 1.91006 -2.02265 -0.46 0.06 -0.02
C -5.48243 0.60380 -2.56843 0.86 0.04 0.87
C -6.33566 0.64240 -3.80496 -0.65 0.64 -1.37
C -7.79076 1.09355 -3.56372 1.06 -0.60 -0.34
N -6.29180 -0.64935 -4.50698 0.93 -0.22 0.11
H -5.87058 1.54622 -0.05444 0.43 -0.51 0.33
H -5.06607 3.05385 -0.44243 -0.07 -0.07 0.17
H -4.03104 1.67612 -0.46529 -0.21 -0.71 0.27
H -4.43572 0.31900 -2.75565 -0.16 -0.40 -0.50
H -5.83874 -0.12482 -1.82831 -0.36 0.10 -0.05
H -5.92037 1.41464 -4.47125 0.20 0.10 0.23
H -8.19651 0.49212 -2.75160 -0.36 0.36 0.11
H -8.34036 0.89689 -4.48423 -0.19 -0.06 0.07
H -7.78806 2.17056 -3.41904 -0.26 -0.07 0.53
H -6.78584 -0.64409 -5.39345 -0.43 0.34 0.27
H -5.32451 -0.75453 -4.82085 -0.11 -0.35 0.29
C -2.29274 1.08350 4.95505 0.73 -1.39 0.47
O -1.55270 1.73675 3.95744 -0.24 0.72 0.29
C -1.58893 3.15801 4.13792 -0.26 -0.43 0.01
C -0.90856 3.77098 2.93233 0.17 0.19 -0.48
C 0.61761 3.68336 3.00912 -0.38 -0.17 0.96
N -1.34327 5.15830 2.75086 -0.05 0.22 0.54
H -3.21340 1.57670 5.26975 -0.03 0.17 -0.27
H -1.67681 0.87549 5.84535 -0.04 0.54 0.10
H -2.49537 0.06713 4.60407 -0.38 0.24 -0.28
H -2.63479 3.46572 4.22816 -0.05 0.16 -0.37
H -1.13581 3.45985 5.09221 0.36 -0.13 -0.03
H -1.27948 3.20672 2.07243 0.08 -0.03 -0.02
H 0.98357 2.69794 3.30688 -0.16 -0.18 -0.55
H 0.92376 4.29263 3.86875 0.13 0.35 -0.31
H 1.05593 4.04981 2.08469 0.27 -0.08 0.06
H -0.89536 5.71631 3.47602 -0.19 0.07 -0.05
H -1.00574 5.55678 1.88272 0.01 -0.25 -0.11
C 0.67511 -0.89751 -2.92928 -0.74 0.38 -0.36
O 1.14015 -2.20718 -3.10686 0.02 -0.23 0.05
C 1.26917 -2.86808 -1.87255 -0.17 -0.34 0.08
C 1.81919 -4.27695 -2.03939 0.23 0.48 -1.17
C 0.87403 -5.14667 -2.84963 -0.59 -0.53 0.22
N 2.00759 -4.85915 -0.72014 0.43 -0.53 0.30
H -0.17375 -0.85760 -2.23290 0.17 -0.06 0.25
H 0.25626 -0.53869 -3.87132 0.28 -0.09 -0.14
H 1.44706 -0.18940 -2.61228 0.14 -0.15 0.16
H 1.90947 -2.26464 -1.21509 0.06 -0.10 0.19
H 0.28262 -3.00762 -1.40378 -0.03 0.37 0.14
H 2.72158 -4.22095 -2.66555 0.23 0.19 0.38
H 1.34515 -6.09553 -3.11940 0.08 0.03 0.08
H 0.52584 -4.69884 -3.77896 0.24 0.29 0.06
H -0.01220 -5.39347 -2.25510 0.03 0.06 0.01
H 2.43424 -5.77567 -0.83566 -0.31 -0.06 0.04
H 2.68166 -4.36926 -0.13754 -0.10 0.36 -0.23
C -1.63013 2.15275 -2.44698 -0.04 -0.40 -0.49
O -1.69135 2.52842 -3.80699 -0.27 0.18 0.31
C -3.00639 2.83934 -4.21679 -0.11 0.15 -0.68
C -2.91549 3.37762 -5.65355 0.74 -0.86 0.26
C -4.23656 3.85695 -6.17461 -0.88 0.71 0.16
N -2.38211 2.33570 -6.54897 -0.13 0.13 -0.05
H -2.19106 1.23078 -2.23602 -0.06 -0.07 -0.23
H -2.07922 2.92132 -1.81082 0.42 0.18 0.16
H -0.57773 1.93826 -2.27683 -0.01 0.28 0.55
H -3.60181 1.92000 -4.20547 -0.22 -0.01 -0.01
H -3.49788 3.56527 -3.56006 0.15 0.05 0.20
H -2.18020 4.18401 -5.61136 -0.03 0.10 -0.19
H -4.26846 4.04056 -7.24811 0.33 -0.35 -0.07
H -4.51982 4.82342 -5.74580 0.06 -0.14 0.26
H -5.03912 3.15913 -5.91362 0.03 -0.06 -0.13
H -3.09148 1.61474 -6.65285 0.04 0.01 -0.08
H -1.58227 1.88383 -6.11858 0.02 0.10 0.03
C 4.95678 2.68003 -3.03065 0.10 -0.24 -0.13
C 3.96559 2.40658 -1.92208 0.22 -0.22 0.74
O 4.65496 2.00667 -0.73954 -0.11 -0.14 -0.03
H 5.43941 1.75634 -3.35599 -0.16 -0.06 -0.05
H 5.77562 3.33391 -2.72972 -0.23 0.20 0.23
H 4.44108 3.12522 -3.88186 0.07 -0.02 -0.07
H 3.28627 1.59026 -2.19363 -0.12 0.12 -0.36
H 3.36267 3.29244 -1.69617 -0.04 0.09 -0.18
H 3.97358 1.80313 -0.05636 0.47 0.47 -0.14
C 6.29011 -1.11999 -1.55516 1.47 0.25 -0.43
C 6.19140 -2.36371 -2.42873 0.22 0.41 0.93
O 4.82028 -2.68807 -2.57934 -0.04 -0.52 -0.79
H 6.06822 -0.18869 -2.07383 -0.70 -0.14 0.08
H 7.34050 -0.96041 -1.27053 -0.07 -0.22 0.19
H 5.71749 -1.25774 -0.64110 -0.17 0.18 -0.03
H 6.80961 -3.14156 -1.96147 -0.51 -0.34 0.13
H 6.65456 -2.25733 -3.40901 -0.44 0.33 -0.18
H 4.45113 -3.02337 -1.75926 0.25 0.04 0.17
C 1.62758 0.52114 5.03158 0.26 0.37 -0.26
C 2.40289 -0.60112 5.68638 -0.77 0.13 -0.20
O 3.11613 -0.02473 6.77283 0.04 -0.54 -0.10
H 1.03217 0.21759 4.16935 -0.08 -0.26 0.18
H 2.27423 1.32641 4.67301 0.14 -0.03 0.20
H 0.96062 0.93128 5.79017 -0.07 0.13 -0.13
H 3.05730 -1.16048 5.01029 0.16 0.26 -0.11
H 1.62059 -1.30667 5.99896 0.31 -0.19 0.43
H 3.59939 -0.73775 7.20576 0.00 0.18 0.09
O 6.50930 -2.29952 1.84645 -0.03 0.12 0.08
H 6.94945 -1.45331 1.69839 -0.03 -0.11 -0.03
H 6.22189 -2.26664 2.76580 0.06 -0.01 -0.07